(1)
# C4H6O2

2 unconnected molecules or ions with the total composition C4H6O2 in a non-equilibrium geometry (the ωB97M-V functional and the def2-TZVPD basis, OMol25).

Positions of all 12 atoms, in Å:
1 C 0.145 -1.056 -1.874
2 C 0.561 1.051 0.457
3 C -1.032 -0.568 1.287
4 C -0.326 0.538 1.456
5 O 1.212 2.130 0.738
6 O -1.779 -1.449 1.368
7 H 1.079 2.531 1.628
8 H -0.555 -1.505 -1.138
9 H -0.433 1.038 2.419
10 H -0.180 -0.050 -2.080
11 H 0.169 -1.610 -2.811
12 H 1.137 -1.050 -1.449

Results
HOMO energy = -8.3 eV
relative energy (zero: lowest compared OMol25 entry of this formula, charge and spin) = 369.9 kJ/mol
maximum force = 2.31 eV/A
LUMO = 0.03 eV

(2)
# C4H6O2

C4H6O2 in the gas phase in a non-equilibrium geometry (the ωB97M-V functional and the def2-TZVPD basis, OMol25).

Positions of all 12 atoms, in Å:
1 O -1.258 -0.636 1.630
2 C -0.639 0.424 1.449
3 C -0.157 0.682 -0.011
4 C 1.289 0.197 -0.280
5 O 0.841 -0.908 -1.063
6 C -0.532 -0.500 -0.945
7 H -0.800 0.464 2.556
8 H -0.382 1.680 -0.398
9 H 1.907 0.893 -0.860
10 H 1.841 -0.122 0.612
11 H -1.149 -1.268 -0.471
12 H -0.960 -0.221 -1.917

Results
HOMO energy = -9.4 eV
SMILES string = O=CC1COC1
relative energy (zero: lowest compared OMol25 entry of this formula, charge and spin) = 402.6 kJ/mol
maximum force = 4.28 eV/A
LUMO = 0.88 eV

(3)
# C4H6O2

C4H6O2 in the gas phase in a non-equilibrium geometry (the ωB97M-V functional and the def2-TZVPD basis, OMol25).

Positions of all 12 atoms, in Å:
1 C 1.537 -0.030 -0.009
2 C -0.462 -1.117 0.321
3 C -1.398 0.037 0.015
4 C -0.487 1.113 -0.264
5 H 2.090 -0.344 0.937
6 H 2.262 0.255 -0.762
7 H -0.276 -1.519 1.299
8 H -2.183 0.047 0.725
9 H -2.038 -0.104 -0.897
10 H -0.401 1.550 -1.263
11 O 0.651 -1.026 -0.529
12 O 0.705 1.138 0.427

Results
HOMO energy = -7.1 eV
relative energy (zero: lowest compared OMol25 entry of this formula, charge and spin) = 569.8 kJ/mol
maximum force = 2.73 eV/A
LUMO = -0.64 eV

(4)
# C4H6O2

2 unconnected molecules or ions with the total composition C4H6O2 (the ωB97M-V functional and the def2-TZVPD basis, OMol25).

Positions of all 12 atoms, in Å:
1 O 2.435 -0.702 0.139
2 C 1.270 -0.537 0.398
3 C 0.196 -0.337 -0.643
4 C -1.236 -0.683 -0.232
5 O -1.598 0.704 -0.431
6 C -0.403 1.101 -0.844
7 H 0.911 -0.541 1.452
8 H 0.553 -0.728 -1.599
9 H -1.806 -1.315 -0.914
10 H -1.398 -0.987 0.807
11 H 0.635 1.892 1.276
12 H 0.441 2.133 0.590

Results
HOMO energy = -9.2 eV
relative energy (zero: lowest compared OMol25 entry of this formula, charge and spin) = 513.1 kJ/mol
maximum force = 0.46 eV/A
LUMO = 0.44 eV

(5)
# C4H6O2

C4H6O2 in the gas phase in a non-equilibrium geometry (the ωB97M-V functional and the def2-TZVPD basis, OMol25).

Positions of all 12 atoms, in Å:
1 C 1.218 -0.582 -0.535
2 C -0.795 -0.050 0.834
3 C -0.576 1.290 0.287
4 O -0.674 1.320 -0.927
5 C -0.300 -0.825 -0.410
6 O -0.888 -1.599 -1.116
7 H 1.612 0.326 -0.055
8 H 1.700 -1.447 -0.072
9 H 1.473 -0.542 -1.593
10 H -0.459 -0.489 1.790
11 H -0.458 2.175 0.915
12 H -1.855 0.424 0.883

Results
HOMO energy = -9.7 eV
SMILES string = CC(=O)CC=O
relative energy (zero: lowest compared OMol25 entry of this formula, charge and spin) = 226.4 kJ/mol
maximum force = 2.55 eV/A
LUMO = 0.77 eV

(6)
# C4H6O2

C4H6O2 in the gas phase (the ωB97M-V functional and the def2-TZVPD basis, OMol25).

Positions of all 12 atoms, in Å:
1 C -1.857 0.846 0.002
2 C -0.716 -0.078 0.181
3 O -0.019 -0.402 -0.842
4 C 1.212 -0.965 -0.678
5 C 2.023 -0.417 0.352
6 O 3.147 -0.758 0.683
7 H -1.668 1.784 0.539
8 H -1.995 1.071 -1.058
9 H -2.779 0.426 0.417
10 H -0.442 -0.517 1.137
11 H 1.574 -1.461 -1.567
12 H 1.521 0.472 0.834

Results
HOMO energy (spin up / spin down) = -7.7 / -8.1 eV
relative energy (zero: lowest compared OMol25 entry of this formula, charge and spin) = 353.1 kJ/mol
maximum force = 0.42 eV/A
LUMO (spin up / spin down) = -0.64 / -0.11 eV

(7)
# C4H6O2

C4H6O2 in the gas phase in a non-equilibrium geometry (the ωB97M-V functional and the def2-TZVPD basis, OMol25).

Positions of all 12 atoms, in Å:
1 O -1.362 -1.188 -0.560
2 C -1.266 0.175 -0.856
3 C 0.110 0.749 -0.696
4 O 0.724 -0.252 1.710
5 C 1.180 0.007 -0.487
6 C 1.586 -0.543 0.623
7 H -1.025 -1.306 0.341
8 H -1.881 0.796 -0.186
9 H -1.647 0.311 -1.874
10 H 0.230 1.828 -0.631
11 H 0.881 0.675 1.942
12 H 2.423 -1.184 0.862

Results
HOMO energy = -9.5 eV
SMILES string = OC=C=CCO
relative energy (zero: lowest compared OMol25 entry of this formula, charge and spin) = 352.6 kJ/mol
maximum force = 1.15 eV/A
LUMO = 0.62 eV

(8)
# C4H6O2

C4H6O2 in the gas phase (the ωB97M-V functional and the def2-TZVPD basis, OMol25).

Positions of all 12 atoms, in Å:
1 C -1.260 -0.263 -0.440
2 C 0.252 -0.120 -0.324
3 C 0.671 1.326 -0.082
4 O 1.690 1.809 -0.505
5 C 0.807 -0.912 0.854
6 O 0.135 -1.277 1.786
7 H -1.527 -1.299 -0.664
8 H -1.746 0.004 0.502
9 H -1.654 0.373 -1.239
10 H 0.779 -0.445 -1.228
11 H -0.029 1.910 0.554
12 H 1.897 -1.109 0.818

Results
HOMO energy = -10.1 eV
SMILES string = CC(C=O)C=O
relative energy (zero: lowest compared OMol25 entry of this formula, charge and spin) = 101.6 kJ/mol
maximum force = 0.50 eV/A
LUMO = 0.32 eV

(9)
# C4H6O2

C4H6O2 in the gas phase (the ωB97M-V functional and the def2-TZVPD basis, OMol25).

Positions of all 12 atoms, in Å:
1 O -1.767 -1.507 0.241
2 C -0.806 -0.782 0.192
3 C 0.126 -0.532 -0.981
4 C 0.723 0.817 -0.596
5 O 0.862 0.747 0.820
6 C -0.296 0.115 1.320
7 H -0.388 -0.587 -1.942
8 H 0.909 -1.298 -0.953
9 H 1.710 1.014 -1.020
10 H 0.051 1.644 -0.875
11 H -1.085 0.836 1.586
12 H -0.038 -0.467 2.209

Results
HOMO energy = -9.7 eV
SMILES string = O=C1CCOC1
relative energy (zero: lowest compared OMol25 entry of this formula, charge and spin) = 85.0 kJ/mol
maximum force = 0.52 eV/A
LUMO = 0.88 eV

(10)
# C4H6O2

C4H6O2 in the gas phase (the ωB97M-V functional and the def2-TZVPD basis, OMol25).

Positions of all 12 atoms, in Å:
1 O -0.784 -0.906 2.063
2 C -1.241 -0.099 1.288
3 C -0.376 0.791 0.421
4 C 0.829 0.038 -0.099
5 C 0.749 -0.695 -1.363
6 O 1.413 0.559 -1.280
7 H -2.340 0.021 1.182
8 H -0.047 1.650 1.025
9 H -0.953 1.189 -0.422
10 H 1.545 -0.304 0.648
11 H 1.392 -1.556 -1.540
12 H -0.187 -0.689 -1.922

Results
HOMO energy = -10.0 eV
SMILES string = O=CC[C@H]1CO1
relative energy (zero: lowest compared OMol25 entry of this formula, charge and spin) = 191.9 kJ/mol
maximum force = 0.54 eV/A
LUMO = 0.89 eV

(11)
# C4H6O2

C4H6O2 in the gas phase in a non-equilibrium geometry (the ωB97M-V functional and the def2-TZVPD basis, OMol25).

Positions of all 12 atoms, in Å:
1 C -1.344 -0.413 -0.314
2 C 0.149 -0.082 -0.472
3 C 0.568 1.303 0.065
4 O 0.446 1.619 1.222
5 C 1.030 -0.787 0.540
6 O 0.675 -0.832 1.692
7 H -1.555 -1.431 -0.667
8 H -1.622 -0.352 0.739
9 H -1.980 0.267 -0.892
10 H 0.474 -0.197 -1.515
11 H 1.095 1.960 -0.640
12 H 2.063 -1.054 0.244

Results
HOMO energy = -9.6 eV
SMILES string = CC(C=O)C=O
relative energy (zero: lowest compared OMol25 entry of this formula, charge and spin) = 164.3 kJ/mol
maximum force = 1.24 eV/A
LUMO = 0.09 eV

(12)
# C4H6O2

C4H6O2 in the gas phase (the ωB97M-V functional and the def2-TZVPD basis, OMol25).

Positions of all 12 atoms, in Å:
1 C 0.754 0.310 -1.565
2 C 0.927 0.189 -0.044
3 C -0.383 0.040 0.686
4 O -1.186 0.944 0.770
5 C -0.739 -1.260 1.415
6 O 0.025 -2.180 1.558
7 H 0.565 -0.658 -2.040
8 H -0.076 0.983 -1.801
9 H 1.662 0.732 -2.008
10 H 1.321 1.138 0.331
11 H 1.618 -0.619 0.216
12 H -1.769 -1.249 1.824

Results
HOMO energy = -9.9 eV
SMILES string = CCC(=O)C=O
relative energy (zero: lowest compared OMol25 entry of this formula, charge and spin) = 97.8 kJ/mol
maximum force = 0.55 eV/A
LUMO = -0.53 eV